Run a
Molecular formula: C6H14O
Method: DFT, ωB97M-V with the def2-TZVPD basis set

As for the highest occupied orbital energy: -10.296 eV. Its SMILES is CCCCCCO. As for the total charge: 0. The HOMO-LUMO gap comes out at 0.4156 hartree.

XYZ file:
```
21
C6H14O | OMol25 | ωB97M-V with the def2-TZVPD basis set
H -0.4692 -0.2537 1.6531
H -1.3321 4.4057 1.1535
H 1.8475 -2.4251 -1.8625
C 0.8072 -2.7058 -1.7763
C 0.6881 -0.7745 -0.1172
H 0.9136 -0.2972 -1.0784
C 0.2096 -2.1946 -0.4320
H -1.9031 2.3308 0.3379
H 1.6374 -0.8023 0.4385
C 0.0831 1.5708 0.6179
H 0.9395 1.7429 1.2820
H -0.8880 -2.2209 -0.4650
C -0.3229 0.0987 0.6213
H 0.4048 1.8600 -0.3912
H 0.7873 -3.8122 -1.7566
O -0.5889 3.8211 0.9667
H -1.4029 2.2267 2.0388
H 0.4799 -2.1922 -2.7955
H -1.2961 -0.0078 0.1201
H 0.4598 -2.8571 0.4196
C -1.0546 2.4865 1.0253
```

***

Run b
Molecular formula: C6H14O
Method: DFT, ωB97M-V with the def2-TZVPD basis set

As for the highest occupied orbital energy (spin up / spin down): -7.348 / -7.302 eV. As for the total charge: 0. The HOMO-LUMO gap (spin up / spin down) comes out at 0.2985 / 0.2963 hartree.

XYZ file:
```
21
C6H14O | OMol25 | ωB97M-V with the def2-TZVPD basis set
H 0.5940 0.8835 -2.3364
H 1.7516 -0.9257 1.8025
H -0.2581 3.6129 -0.6782
H 1.1738 -1.7914 -1.0825
H -1.2137 0.0007 2.0576
C 0.3771 -1.9410 -0.3456
O -0.1883 1.6433 -0.2990
H -0.5174 -2.2893 -0.8773
H 2.1619 0.0535 0.3767
H -1.9187 -1.2654 1.0321
H -0.6502 -1.6784 2.2016
C -0.9878 -0.9113 1.4927
H -1.2252 0.1559 -1.2234
C -0.3969 0.3869 -0.5550
H 0.6871 -2.7374 0.3423
C 1.3797 -0.1581 1.1138
H -1.4280 2.5461 -1.6881
C -0.5383 2.6493 -1.0754
H 0.4988 1.6597 -2.4512
C 0.0974 -0.6428 0.4282
H 1.1999 0.7569 1.6876
```

***

Run c
Molecular formula: C6H14O
Method: DFT, ωB97M-V with the def2-TZVPD basis set

As for the highest occupied orbital energy: -10.076 eV. Its SMILES is CCCCCCO. As for the total charge: 0. The HOMO-LUMO gap comes out at 0.4046 hartree.

XYZ file:
```
21
C6H14O | OMol25 | ωB97M-V with the def2-TZVPD basis set
H -0.1436 -0.0637 0.5965
H -1.4454 -0.3887 1.9424
C -1.0785 -0.8206 -0.8526
H -3.1080 -0.3974 1.3048
H -2.6303 -1.4889 2.2707
H -0.8655 -2.3270 0.6037
H -2.5801 -2.3623 -0.2687
C -2.2279 -0.9814 1.4181
C 0.1865 -0.2518 -0.3809
C -1.7206 -1.7447 0.1673
H 1.0080 -0.9554 -0.3919
C 1.7333 1.7921 -0.1483
H -1.1130 -1.4299 -1.8084
H 1.3432 2.5367 0.5990
H -1.7259 -0.0120 -1.0648
H 0.9849 0.8144 -1.9470
H 2.4419 2.3999 -0.7487
H -0.3050 1.8281 -1.0840
H 3.2726 0.5559 -0.0740
C 0.5286 1.1000 -1.0257
O 2.5422 0.8410 0.6253
```

***

Most favorable first, least favorable last: run a, run c, run b

***

Run a
Molecular formula: C6H14O
Method: DFT, ωB97M-V with the def2-TZVPD basis set

As for the highest occupied orbital energy: -8.206 eV. As for the total charge: 0. The HOMO-LUMO gap comes out at 0.3391 hartree.

XYZ file:
```
21
C6H14O | OMol25 | ωB97M-V with the def2-TZVPD basis set
H 1.7922 -0.5114 1.0192
H 1.1892 2.6916 -1.0836
H 0.5301 1.8128 1.1159
H 0.6594 -0.9739 -0.2420
H -0.6801 -2.5718 2.9304
C 0.5158 1.1146 0.2724
H -1.2384 -0.6688 1.3608
C 0.7657 -0.3386 0.6498
H 1.0241 -2.4426 2.4683
H -0.1781 -2.9463 1.2730
H -0.6700 1.0350 -3.5816
H -2.2461 0.8048 -2.7956
H -0.1082 -0.1735 2.6083
H 1.4071 0.9841 -1.7223
C -1.1613 0.7944 -2.6336
H -0.8739 -0.2293 -2.3376
C 0.9418 1.6370 -0.9806
C -0.0028 -2.2747 2.1222
H -0.6560 1.3190 -0.4986
O -0.7976 1.7552 -1.6682
C -0.2128 -0.8173 1.7235
```

***

Run b
Molecular formula: C6H14O
Method: DFT, ωB97M-V with the def2-TZVPD basis set

As for the highest occupied orbital energy: -6.923 eV. As for the total charge: 0. The HOMO-LUMO gap comes out at 0.2922 hartree.

XYZ file:
```
21
C6H14O | OMol25 | ωB97M-V with the def2-TZVPD basis set
H -0.1986 2.7166 0.9345
C -0.8449 2.0001 0.4106
C -0.2304 0.6614 0.6733
C 2.6200 -1.2391 -0.6065
H -1.8608 -0.2203 1.9087
H 1.7109 1.0953 0.2171
H -1.1211 0.3933 -1.2888
O 1.4363 -0.9610 0.0924
H -2.6090 -0.2554 -0.6425
H -2.1485 -1.5863 0.8553
H 0.8895 0.5050 -1.2474
H 3.4459 -0.5832 -0.2861
H -1.8418 2.0864 0.8602
H -1.2143 -1.3398 -1.0186
C 0.9746 0.3496 -0.1422
H 2.8889 -2.2772 -0.3950
H 2.4880 -1.1161 -1.6939
H -0.5420 -1.3662 1.5165
H -0.9229 2.3266 -0.6486
C -1.3947 -0.8178 1.1280
C -1.5250 -0.3716 -0.6269
```

***

Run c
Molecular formula: C6H14O
Method: DFT, ωB97M-V with the def2-TZVPD basis set

As for the highest occupied orbital energy: -9.831 eV. Its SMILES is COCC(C)(C)C. As for the total charge: 0. The HOMO-LUMO gap comes out at 0.3953 hartree.

XYZ file:
```
21
C6H14O | OMol25 | ωB97M-V with the def2-TZVPD basis set
O -1.4800 0.5182 -0.5512
C 1.6215 -0.5359 1.2170
H -0.3745 1.3030 1.0102
C 0.4385 -1.5740 -0.7375
C 0.7385 -0.2617 -0.0052
H 1.1329 -1.2361 1.9068
H 1.3620 -2.0540 -1.0823
H -0.0794 -2.2785 -0.0745
H -0.2036 -1.3951 -1.6044
H -3.4021 0.9604 -0.9910
H -2.7509 1.8587 0.4114
H 0.8253 0.9441 -1.8193
H 1.6558 1.6686 -0.4290
C -0.5735 0.3370 0.5094
H -3.1780 0.1312 0.5799
H -1.0101 -0.3414 1.2689
H 2.5796 -0.9763 0.9165
C 1.4438 0.7237 -0.9442
H 2.3990 0.3106 -1.2908
H 1.8358 0.3887 1.7684
C -2.7585 0.8854 -0.1090
```

***

Most favorable first, least favorable last: run c, run a, run b

***

Run a
Molecular formula: C2H13NO3S
Method: DFT, ωB97M-V with the def2-TZVPD basis set

As for the highest occupied orbital energy: -9.003 eV. Its SMILES is NCCS.O.O.O. As for the total charge: 0. The HOMO-LUMO gap comes out at 0.3512 hartree.

XYZ file:
```
20
C2H13NO3S | OMol25 | ωB97M-V with the def2-TZVPD basis set
H -0.6697 -0.1955 0.0028
O 2.2972 -3.0622 -3.0295
H -0.6840 2.7118 0.4114
O -5.5803 2.2144 2.3552
H -5.8498 2.7071 3.1366
H 2.1652 -2.3879 -3.7079
N -2.1321 1.6204 -0.6874
H 1.0788 -0.7721 -1.4487
H -5.2590 1.3469 2.6138
H 1.4203 -3.1388 -2.6341
H -2.6384 1.3642 0.1464
S 1.5199 0.2793 -0.7519
H -2.5811 2.3777 -1.1690
H -0.2336 2.3395 -1.2214
C -0.7465 1.9243 -0.3486
H 5.2661 -3.9422 1.9253
O 6.1679 -3.5971 1.9654
H 0.1674 0.7080 1.1977
H 6.3078 -3.1601 1.1071
C -0.0160 0.6624 0.1368
```

***

Run b
Molecular formula: C2H13NO3S
Method: DFT, ωB97M-V with the def2-TZVPD basis set

As for the highest occupied orbital energy: -9.431 eV. Its SMILES is NCCS.O.O.O. As for the total charge: 0. The HOMO-LUMO gap comes out at 0.3595 hartree.

XYZ file:
```
20
C2H13NO3S | OMol25 | ωB97M-V with the def2-TZVPD basis set
H 2.2360 0.5533 0.2056
H 2.0472 -1.5577 -1.1720
H -1.7480 -0.2448 3.3238
H -0.5205 -0.0462 -0.4457
O -2.6120 0.3051 1.1413
H 1.3075 2.1201 -1.4278
H -2.6366 0.1340 0.1885
O 1.6129 2.3029 -2.3314
C 0.4567 -0.4310 -0.1730
H -2.4882 0.0764 4.6729
H 0.8863 2.0180 -2.8964
H 0.4093 -1.2051 0.5950
H 0.1653 -2.4805 -3.0502
S 0.0000 -2.6237 -1.7295
C 1.0762 -1.1150 -1.3843
H 1.0422 0.9775 1.1677
H 1.1265 -0.5450 -2.2907
H -1.9723 1.0284 1.1558
O -1.6316 -0.0167 4.2495
N 1.2432 0.7500 0.2008
```

***

Run c
Molecular formula: C2H13NO3S
Method: DFT, ωB97M-V with the def2-TZVPD basis set

As for the highest occupied orbital energy: -9.021 eV. Its SMILES is NCCS.O.O.O. As for the total charge: 0. The HOMO-LUMO gap comes out at 0.3501 hartree.

XYZ file:
```
20
C2H13NO3S | OMol25 | ωB97M-V with the def2-TZVPD basis set
C 0.0626 0.8105 1.2418
O 1.4846 0.7500 -2.6498
H -0.8035 -0.9940 3.0683
S 0.7833 2.3910 0.6446
H -0.4764 -2.0698 0.5023
H -0.8376 0.4616 -0.6776
O -1.1743 -0.3175 3.6523
C -0.2589 -0.0882 0.0633
H 2.0267 1.0183 -1.9064
H -1.8221 -1.4429 -0.1264
N -1.0670 -1.2486 0.5154
H 0.6385 -0.4973 -0.3988
H 0.8144 0.3177 1.8544
H -0.7913 1.0415 1.8623
H -1.2187 -0.8890 -3.7148
H -0.8957 -0.6519 4.5132
H 0.0109 -0.4746 -2.9523
H 2.0420 0.8868 -3.3965
H 2.0812 2.2171 0.9608
O -0.5989 -1.2207 -3.0558
```

***

Most favorable first, least favorable last: run c, run b, run a

***

Run a
Molecular formula: C2H6NS
Method: DFT, ωB97M-V with the def2-TZVPD basis set

As for the highest occupied orbital energy: -2.889 eV. As for the total charge: -1. The HOMO-LUMO gap comes out at 0.2576 hartree.

XYZ file:
```
10
C2H6NS | OMol25 | ωB97M-V with the def2-TZVPD basis set
H -3.4978 -1.1305 -0.4392
C 1.8695 0.6438 0.2103
H 0.0756 -1.3441 0.7992
H 2.4577 0.1995 0.8793
H 0.0722 1.0404 -0.8566
H -1.2133 -0.2789 0.4385
S -2.6331 -0.6459 -1.4049
N -0.2434 -0.3028 0.7781
H 2.5632 1.3361 -0.3709
C 0.5493 0.4826 -0.0338
```

***

Run b
Molecular formula: C2H6NS
Method: DFT, ωB97M-V with the def2-TZVPD basis set

As for the highest occupied orbital energy: -2.291 eV. Its SMILES is NCC[S-]. As for the total charge: -1. The HOMO-LUMO gap comes out at 0.2461 hartree.

XYZ file:
```
10
C2H6NS | OMol25 | ωB97M-V with the def2-TZVPD basis set
H 2.1468 -0.1499 0.4370
H 0.0675 0.3723 2.2901
N 1.6206 0.5709 0.9206
C -0.7832 0.3033 0.2965
H -1.7477 -0.0056 0.6830
S -0.5181 -0.4541 -1.3432
H 0.4318 -1.1124 1.3109
H -0.8462 1.3926 0.1691
C 0.3041 -0.0280 1.2968
H 1.4375 1.2442 0.1780
```

***

Most favorable first, least favorable last: run b, run a

***

Run a
Molecular formula: C2H6NS
Method: DFT, ωB97M-V with the def2-TZVPD basis set

As for the highest occupied orbital energy: -2.799 eV. As for the total charge: -1. The HOMO-LUMO gap comes out at 0.2488 hartree.

XYZ file:
```
10
C2H6NS | OMol25 | ωB97M-V with the def2-TZVPD basis set
H -0.8825 -1.0071 1.8220
H 1.1307 -1.6607 -2.2298
H -0.1810 -0.5634 -0.4823
S -1.2069 0.1440 2.2935
C 1.0974 0.3451 -1.6504
H 1.4023 1.4019 -2.0311
H 2.4465 -0.7069 -2.8728
H -0.5444 0.8849 -0.3339
C 1.6675 -0.7186 -2.2804
N -0.0929 0.2269 -0.9977
```

***

Run b
Molecular formula: C2H6NS
Method: DFT, ωB97M-V with the def2-TZVPD basis set

As for the highest occupied orbital energy: -2.931 eV. As for the total charge: -1. The HOMO-LUMO gap comes out at 0.2615 hartree.

XYZ file:
```
10
C2H6NS | OMol25 | ωB97M-V with the def2-TZVPD basis set
N -0.9956 0.2134 -0.1478
H -0.6270 0.5453 2.5324
S 0.8278 -0.3259 -2.6551
H 0.8774 -0.9209 -3.8562
H 0.8752 -0.5596 0.0645
C 0.1953 0.1227 1.9668
C 0.0587 -0.1500 0.6541
H 1.1235 -0.1320 2.4570
H -0.8264 0.1818 -1.1703
H -1.5088 1.0253 0.1547
```

***

Most favorable first, least favorable last: run b, run a

***

Run a
Molecular formula: C2H6NS
Method: DFT, ωB97M-V with the def2-TZVPD basis set

As for the highest occupied orbital energy: -2.648 eV. As for the total charge: -1. The HOMO-LUMO gap comes out at 0.2361 hartree.

XYZ file:
```
10
C2H6NS | OMol25 | ωB97M-V with the def2-TZVPD basis set
H 0.6323 -1.3275 -1.1205
C 0.7196 -0.2689 -0.8308
H -2.6177 -0.8247 3.8409
S -2.7311 -1.5203 2.7040
H 1.7446 1.6092 -1.2498
H 0.0547 1.2367 0.3419
C 1.5277 0.5957 -1.5596
N -0.2242 0.3611 -0.0629
H -1.1038 -0.0035 0.3747
H 1.9980 0.1423 -2.4377
```

***

Run b
Molecular formula: C2H6NS
Method: DFT, ωB97M-V with the def2-TZVPD basis set

As for the highest occupied orbital energy: -2.557 eV. As for the total charge: -1. The HOMO-LUMO gap comes out at 0.2219 hartree.

XYZ file:
```
10
C2H6NS | OMol25 | ωB97M-V with the def2-TZVPD basis set
S 2.9514 -0.1741 -2.3734
N -0.1353 0.6090 0.8020
H 2.8590 -0.9602 -1.2737
H -1.8954 0.4179 -0.5341
C -1.7084 0.6036 0.5990
H -2.0918 -0.1607 1.2894
H 0.4663 -0.6889 -0.6816
H 1.2078 -0.9356 0.8081
C 0.5382 -0.3386 0.2822
H -2.1917 1.6275 1.0822
```

***

Most favorable first, least favorable last: run a, run b